{"formula": "C2F6LuNO3S2", "method": "ωB97M-V/def2-TZVPD", "e_homo_ev": [-12.922, -14.439], "charge": 1, "total_energy_ha": -2987.36092, "orbital_gap_ev": [5.8, 7.3], "lumo_ev": [-7.13, -7.11], "e_above_lowest_kcal_mol": 0.00, "multiplicity": 2, "species": ["O", "Lu", "N", "S", "C", "F", "F", "F", "S", "O", "O", "C", "F", "F", "F"], "positions_angstrom": [[1.756492, 1.974923, -0.628616], [0.568613, 1.906702, 1.181855], [-0.101171, -0.739356, 0.481528], [1.295029, 0.006258, -1.019703], [2.736085, -0.955333, -0.370434], [2.609143, -2.221807, -0.740276], [2.866824, -0.912464, 0.943800], [3.848177, -0.458281, -0.905095], [-1.532875, -0.298132, 0.854219], [-1.542885, 1.180731, 1.230139], [-2.265427, -1.145940, 1.798115], [-2.634685, -0.297755, -0.655201], [-2.204469, 0.578007, -1.549241], [-2.631433, -1.508731, -1.189372], [-3.871038, 0.022196, -0.306738]], "forces_ev_per_a": [[-1.7, -2.7, 1.8], [-0.2, -2.4, -3.0], [1.2, 0.4, 1.0], [-0.3, 3.3, 0.5], [1.1, -0.4, -0.1], [-0.4, 0.5, 0.0], [-0.3, 0.3, 0.5], [-0.5, 0.1, 0.0], [-2.4, -1.9, 0.6], [1.5, 1.2, 0.1], [1.7, 1.6, -1.4], [-0.6, -0.3, 0.1], [0.5, 0.3, -0.2], [0.2, 0.1, 0.2], [0.2, 0.0, 0.2]], "mulliken_spin": [0.236, -0.048, 0.443, 0.277, -0.009, 0.000, 0.002, 0.005, 0.008, -0.002, 0.090, -0.001, -0.001, 0.000, 0.000]}